Arrangement 1

DFT (ωB97M-V with the def2-TZVPD basis set) results for a 2-piece molecular cluster, C3H4Cl2 overall.

Cartesian coordinates (Å):
Cl1 -0.756 -2.314 0.136
C1 -0.078 -0.783 0.109
C2 0.846 -0.095 0.696
C3 0.970 -0.287 -0.789
H1 1.308 0.296 1.574
H2 0.939 0.652 -1.333
H3 1.769 -0.872 -1.057
Cl2 -1.840 1.775 0.242
H4 -3.158 1.628 0.421

Computed properties:
Orbital gap: 9.653 eV
SMILES: ClC1=CC1.Cl
LUMO energy: 0.641 eV

Arrangement 2

DFT (ωB97M-V with the def2-TZVPD basis set) results for C3H4Cl2 as an isolated structure.

Cartesian coordinates (Å):
C1 -0.414 1.228 0.021
C2 0.320 -0.150 -0.257
C3 0.519 -1.342 0.196
H1 0.324 1.785 0.975
H2 -1.524 0.754 0.675
H3 -0.642 2.222 -1.007
H4 0.565 -0.020 -1.258
Cl1 -0.271 -1.912 1.516
Cl2 1.124 -2.566 -0.860

Computed properties:
Orbital gap: 9.882 eV
LUMO energy: 0.546 eV

Unit: kcal/mol. Relative energies: arrangement 1 0.0; arrangement 2 22.8.

Arrangement 1

DFT (ωB97M-V with the def2-TZVPD basis set) results for C3H7NSi in the gas phase.

Cartesian coordinates (Å):
H1 2.922 -1.506 -0.163
N1 2.149 -0.959 0.068
C1 1.953 0.260 -0.076
Si1 -0.029 1.125 0.072
C2 -1.121 -0.379 0.157
C3 -2.382 -0.709 -0.091
H2 2.546 1.105 -0.425
H3 0.088 1.588 1.506
H4 0.074 2.221 -1.037
H5 -0.318 -1.187 0.577
H6 -2.880 -1.633 0.000
H7 -3.002 0.075 -0.588

Computed properties:
Orbital gap: 9.371 eV
SMILES: [H]/N=C/[SiH2]C=C
LUMO energy: 1.057 eV

Arrangement 2

DFT (ωB97M-V with the def2-TZVPD basis set) results for C3H7NSi in the gas phase.

Cartesian coordinates (Å):
C1 -0.064 1.523 0.317
Si1 0.771 0.065 -0.432
C2 -0.183 -1.497 0.163
C3 2.614 -0.016 -0.133
N1 3.726 -0.170 -0.009
H1 -0.234 1.444 1.469
H2 0.443 2.444 0.149
H3 -1.124 1.423 0.051
H4 0.667 0.640 -1.906
H5 0.326 -1.994 1.038
H6 -1.146 -1.124 0.387
H7 -0.272 -2.414 -0.552

Computed properties:
Orbital gap: 11.879 eV
SMILES: C[SiH](C)C#N
LUMO energy: 0.746 eV

Unit: kcal/mol. Relative energies: arrangement 1 65.7; arrangement 2 0.0.

Arrangement 1

DFT (ωB97M-V with the def2-TZVPD basis set) results for a 2-piece molecular cluster, C2H8S overall.

Cartesian coordinates (Å):
C1 -0.876 -0.696 0.801
C2 -1.156 0.184 -0.414
H1 -0.463 -0.107 1.625
H2 -0.166 -1.514 0.626
H3 -1.821 -1.080 1.175
H4 -0.294 0.551 -1.016
H5 -1.579 -0.509 -1.138
H6 -1.801 1.053 -0.331
S1 2.667 0.313 0.084
H7 2.902 0.174 -1.204
H8 2.587 1.632 -0.208

Computed properties:
Orbital gap: 10.647 eV
SMILES: CC.S
LUMO energy: 0.882 eV

Arrangement 2

DFT (ωB97M-V with the def2-TZVPD basis set) results for a 2-piece molecular cluster, C2H8S overall.

Cartesian coordinates (Å):
C1 -0.572 -1.085 1.275
S1 -0.898 -2.194 -0.100
H1 -0.596 -1.824 2.148
H2 0.386 -0.613 1.292
H3 -1.281 -0.274 1.475
H4 -1.337 -1.579 -1.209
C2 0.917 1.530 -0.920
H5 -0.195 1.717 -0.924
H6 1.297 1.398 0.069
H7 1.357 2.282 -1.557
H8 0.923 0.643 -1.548

Computed properties:
Orbital gap: 10.015 eV
SMILES: CS.C
LUMO energy: 0.941 eV

Arrangement 3

DFT (ωB97M-V with the def2-TZVPD basis set) results for a 2-piece molecular cluster, C2H8S overall.

Cartesian coordinates (Å):
C1 -5.046 -1.589 -1.017
S1 -4.317 -0.065 -1.795
H1 -5.319 -2.243 -1.829
H2 -4.380 -2.055 -0.299
H3 -5.899 -1.224 -0.455
H4 -3.470 0.342 -0.817
C2 5.707 1.380 1.247
H5 5.129 2.189 0.806
H6 5.004 0.721 1.747
H7 6.427 1.728 1.975
H8 6.164 0.816 0.437

Computed properties:
Orbital gap: 10.122 eV
SMILES: CS.C
LUMO energy: 1.071 eV

Unit: kcal/mol. Relative energies: arrangement 1 1.7; arrangement 2 8.0; arrangement 3 0.0.

Arrangement 1

DFT (ωB97M-V with the def2-TZVPD basis set) results for a 2-piece molecular cluster, C4H10N2O overall.

Cartesian coordinates (Å):
C1 -1.170 0.764 0.647
C2 0.032 0.586 -0.348
C3 1.321 0.137 0.418
N1 -0.366 -0.375 -1.323
C4 -1.212 -1.560 -0.928
N2 1.333 2.204 1.856
O1 -0.606 -2.644 -1.086
H1 -1.394 -0.174 1.152
H2 -2.030 1.009 -0.055
H3 -0.983 1.596 1.352
H4 0.309 1.558 -0.948
H5 1.259 -0.703 1.113
H6 2.258 0.091 -0.155
H7 1.523 1.023 1.009
H8 0.377 -0.850 -1.797
H9 1.610 2.116 2.882
H10 1.317 3.123 1.668

Computed properties:
Expectation value of S²: 0.754
Orbital gap (alpha / beta): 6.153 / 4.341 eV
Multiplicity: 2
Charge: -1
LUMO energy (alpha / beta): 4.034 / 2.243 eV

Arrangement 2

DFT (ωB97M-V with the def2-TZVPD basis set) results for an isolated ion of composition C4H10N2O and charge -1.

Cartesian coordinates (Å):
N1 -0.419 1.773 -0.375
C1 -0.008 0.748 0.539
C2 -0.607 0.891 1.947
C3 -0.358 -0.609 -0.077
N2 0.746 -1.340 -0.468
C4 1.873 -0.710 -1.196
O1 -1.487 -1.007 -0.308
H1 0.249 2.450 -0.677
H2 -1.297 1.722 -0.852
H3 1.073 0.750 0.677
H4 -1.687 0.757 1.832
H5 -0.086 0.220 2.625
H6 -0.502 1.958 2.158
H7 0.445 -2.235 -0.801
H8 2.703 -0.419 -0.546
H9 1.513 0.204 -1.670
H10 2.195 -1.435 -1.943

Computed properties:
Expectation value of S²: 0.750
Orbital gap (alpha / beta): 2.887 / 9.277 eV
Multiplicity: 2
Charge: -1
LUMO energy (alpha / beta): 4.112 / 3.969 eV

Unit: kcal/mol. Relative energies: arrangement 1 69.8; arrangement 2 0.0.

Arrangement 1

DFT (ωB97M-V with the def2-TZVPD basis set) results for C3H8NO3 as an isolated structure.

Cartesian coordinates (Å):
O1 1.101 2.345 -0.168
C1 0.419 1.239 0.073
N1 0.076 0.696 1.521
C2 0.169 -0.666 1.484
O2 -0.910 -1.737 0.497
C3 -0.893 1.112 -0.862
H1 0.964 0.302 -0.262
H2 -0.010 -1.206 2.372
H3 1.068 -1.060 1.137
H4 -1.468 2.004 -0.871
H5 -0.706 0.644 -1.813
H6 -1.529 0.293 -0.277
H7 -0.518 -1.601 -0.479
H8 1.040 -2.238 -2.178
O3 0.116 -2.123 -1.884

Computed properties:
Orbital gap: 4.592 eV
Charge: -1
LUMO energy: 0.407 eV

Arrangement 2

DFT (ωB97M-V with the def2-TZVPD basis set) results for a 2-piece molecular cluster, C3H8NO3 overall.

Cartesian coordinates (Å):
C1 -1.154 1.056 0.186
N1 -0.812 -0.164 1.103
C2 0.460 -0.722 1.015
O1 1.388 -0.052 0.551
O2 0.469 -1.859 1.620
C3 -1.570 0.690 -1.250
H1 -1.893 1.684 0.684
H2 -0.306 1.731 0.091
H3 -1.587 -0.796 1.206
H4 -1.134 1.199 -2.098
H5 -2.735 0.892 -1.302
H6 -1.414 -0.302 -1.589
H7 1.267 -0.040 -1.485
H8 0.617 0.887 -2.508
O3 1.450 0.629 -2.225

Computed properties:
Orbital gap: 7.774 eV
Charge: -1
LUMO energy: 3.727 eV

Arrangement 3

DFT (ωB97M-V with the def2-TZVPD basis set) results for a 2-piece molecular cluster, C3H8NO3 overall.

Cartesian coordinates (Å):
O1 2.382 -2.215 0.320
C1 1.726 -1.341 -0.297
O2 1.835 -0.986 -1.495
C2 0.619 -0.609 0.525
C3 -0.747 -0.991 -0.015
N1 0.792 0.853 0.494
H1 0.745 -0.948 1.553
H2 -1.041 -1.992 0.300
H3 -1.542 -0.311 0.322
H4 -0.681 -0.946 -1.106
H5 1.784 1.059 0.516
H6 0.418 1.177 -0.396
H7 -1.739 3.009 0.111
H8 -2.395 1.700 -0.209
O3 -2.156 2.540 -0.624

Computed properties:
Orbital gap: 7.506 eV
Charge: -1
LUMO energy: 3.636 eV

Arrangement 4

DFT (ωB97M-V with the def2-TZVPD basis set) results for a 2-piece molecular cluster, C3H8NO3 overall.

Cartesian coordinates (Å):
C1 0.056 0.778 1.941
N1 0.810 -0.154 1.155
C2 0.099 -0.839 0.070
C3 1.070 -1.017 -1.143
O1 0.846 -2.017 -1.851
O2 1.896 -0.093 -1.315
H1 -0.709 1.307 1.358
H2 0.693 1.557 2.369
H3 -0.465 0.325 2.794
H4 1.651 0.227 0.735
H5 -0.750 -0.296 -0.317
H6 -0.138 -1.816 0.484
H7 -1.350 0.890 -2.775
H8 -1.640 0.448 -1.338
O3 -2.069 0.702 -2.165

Computed properties:
Orbital gap: 8.246 eV
Charge: -1
LUMO energy: 3.912 eV

Unit: kcal/mol. Relative energies: arrangement 1 201.5; arrangement 2 10.9; arrangement 3 0.0; arrangement 4 9.7.